Record 1
A molecular structure, C23H23LaP2 in a non-equilibrium geometry, computed with ωB97M-V/def2-TZVPD.

```
! RIJCOSX wB97M-V def2-TZVPD def2/J DEFGRID3
* xyz 0 1
C -1.0260 0.6445 -1.9441
C 0.2197 -0.0153 -2.3224
C 0.1598 -1.3996 -1.8323
C -1.1766 -1.6065 -1.2292
C -1.8990 -0.3463 -1.3049
La 0.0997 -0.1609 0.0203
P -0.2507 1.9758 1.4018
H -1.2781 1.6848 -2.1380
H 1.0686 0.4401 -2.8432
H 0.9492 -2.1363 -1.8935
H -2.9141 -0.1717 -0.9358
H -1.5357 -2.5347 -0.7859
H -1.5097 2.1598 1.8806
H 0.0691 3.1387 0.7775
H 0.5632 1.9171 2.5128
C 4.7912 -4.8747 2.0603
C 3.4327 -5.0377 1.7672
C 2.5956 -3.9363 1.7005
C 3.1065 -2.6393 1.9267
C 4.4677 -2.4826 2.2286
C 5.2992 -3.5989 2.2915
P 1.9650 -1.2942 1.7609
C 0.7810 -1.7579 3.0791
C -0.5967 -1.8042 2.8025
C -1.4852 -2.1796 3.7994
C -1.0175 -2.5170 5.0685
C 0.3527 -2.4767 5.3395
C 1.2514 -2.0985 4.3476
C 3.0257 0.1680 1.9371
C 3.0950 0.8556 3.1512
C 3.9335 1.9546 3.2691
C 4.7067 2.3749 2.1873
C 4.6363 1.6875 0.9731
C 3.8021 0.5874 0.8369
H 5.4465 -5.7450 2.1019
H 3.0327 -6.0352 1.5815
H 1.5403 -4.0739 1.4626
H 4.8983 -1.4953 2.4084
H 6.3593 -3.4692 2.5165
H -0.9856 -1.5452 1.7986
H -2.5562 -2.2067 3.5887
H -1.7191 -2.8090 5.8515
H 0.7198 -2.7370 6.3319
H 2.3204 -2.0687 4.5652
H 2.4886 0.5323 3.9954
H 3.9863 2.4928 4.2175
H 5.3645 3.2410 2.2891
H 5.2414 2.0189 0.1270
H 3.7465 0.0498 -0.1150
*
```

Results
highest occupied orbital energy (alpha / beta)	-4.9 / -3.9	eV
gap between HOMO and LUMO (alpha / beta)	5.2 / 4.1	eV
energy above the lowest of the compared OMol25 structures with the same formula, charge and spin	62.0	kcal per mole
E_LUMO (alpha / beta)	0.263 / 0.245	eV

Results of the Löwdin charge analysis, in e, for atoms 1 through 8: atom 1 (C): -0.283, atom 2 (C): -0.277, atom 3 (C): -0.343, atom 4 (C): -0.319, atom 5 (C): -0.277, atom 6 (La): 1.210, atom 7 (P): 0.601, atom 8 (H): 0.096

Record 2
C23H23N3O3 in the gas phase in a non-equilibrium geometry, computed with ωB97M-V/def2-TZVPD.

```
! RIJCOSX wB97M-V def2-TZVPD def2/J DEFGRID3
* xyz 0 1
O 2.3374 -2.9499 -0.6769
C 1.8699 -1.8431 -0.5202
C 2.7506 -0.6737 -0.2572
C 2.3192 0.6484 -0.3258
C 3.1763 1.7136 -0.0706
C 4.4774 1.4133 0.2580
C 4.9245 0.0892 0.3238
C 4.0877 -0.9626 0.0686
H 4.4194 -1.9866 0.1118
O 6.2493 0.0793 0.6664
C 6.6254 1.4310 0.8089
O 5.5056 2.2563 0.5556
H 7.4274 1.6707 0.0928
H 6.9882 1.6095 1.8335
H 2.8408 2.7356 -0.1275
H 1.3002 0.8724 -0.5940
C 0.3728 -1.6026 -0.5361
C -0.3918 -2.8187 -1.0550
C -1.8868 -2.5309 -0.9875
C -2.2823 -2.1334 0.4305
N -1.5205 -0.9696 0.8404
C -0.1096 -1.2803 0.8873
H 0.4323 -0.4166 1.2812
H 0.1051 -2.1446 1.5436
C -2.0255 -0.3687 2.0599
C -3.3592 0.2620 1.8253
C -3.8339 0.8669 0.6676
N -5.1143 1.2253 0.9398
N -5.4839 0.9170 2.1773
C -4.4396 0.3227 2.7204
H -4.4843 -0.0404 3.7279
H -5.7507 1.7129 0.3293
C -3.2248 1.0770 -0.6371
C -1.8950 1.4765 -0.7484
C -1.3240 1.6552 -1.9941
C -2.0655 1.4323 -3.1434
C -3.3894 1.0406 -3.0411
C -3.9685 0.8687 -1.7973
H -4.9974 0.5449 -1.7249
H -3.9722 0.8652 -3.9335
H -1.6129 1.5647 -4.1149
H -0.2952 1.9769 -2.0780
H -1.3219 1.6562 0.1466
H -2.1142 -1.1002 2.8845
H -1.3100 0.3979 2.3814
H -3.3443 -1.8811 0.4636
H -2.1105 -2.9839 1.1168
H -2.4571 -3.4091 -1.2935
H -2.1316 -1.7075 -1.6616
H -0.0871 -3.0394 -2.0791
H -0.1455 -3.6872 -0.4410
H 0.1371 -0.7469 -1.1738
*
```

Results
highest occupied orbital energy	-8.4	eV
gap between HOMO and LUMO	8.9	eV
energy above the lowest of the compared OMol25 structures with the same formula, charge and spin	46.3	kcal per mole
SMILES string	O=C(c1ccc2c(c1)OCO2)[C@H]1CCCN(Cc2cn[nH]c2-c2ccccc2)C1
E_LUMO	0.451	eV

Results of the Löwdin charge analysis, in e, for atoms 1 through 8: atom 1 (O): 0.104, atom 2 (C): -0.321, atom 3 (C): -0.138, atom 4 (C): -0.027, atom 5 (C): 0.023, atom 6 (C): -0.198, atom 7 (C): -0.186, atom 8 (C): 0.083

Record 3
A molecular structure, C23H23N3ReS7Si in a non-equilibrium geometry, computed with ωB97M-V/def2-TZVPD.

```
! RIJCOSX wB97M-V def2-TZVPD def2/J DEFGRID3
* xyz 0 2
Re 0.4639 -1.3731 -0.1910
S -3.9590 -0.6481 -0.8210
C -3.6935 -0.4868 0.8658
C -2.3844 -0.6100 1.2093
C -1.5366 -0.8361 0.0879
C -2.2706 -0.8784 -1.0838
C -1.6338 -1.0673 -2.3548
C -2.2924 -1.1021 -3.5857
C -1.5576 -1.2223 -4.7436
C -0.1691 -1.2713 -4.6583
C 0.4159 -1.2537 -3.4116
N -0.2879 -1.1901 -2.2780
H -4.5385 -0.3153 1.5144
H -2.0377 -0.5216 2.2283
H -3.3714 -1.0301 -3.6023
H -2.0507 -1.2688 -5.7052
H 0.4455 -1.3175 -5.5459
H 1.4908 -1.2749 -3.3035
C 4.1875 -1.0111 0.9909
Si 3.3467 0.5033 0.2483
C 4.5783 1.1177 -1.0498
C 3.1393 1.9313 1.4594
N 1.7455 0.1695 -0.4529
C 1.2749 1.1388 -1.3783
C 1.8793 1.3447 -2.6222
C 1.3589 2.2654 -3.5177
C 0.2338 3.0072 -3.1886
C -0.3717 2.8167 -1.9538
C 0.1428 1.8980 -1.0566
H 5.0579 -0.6715 1.5581
H 4.5496 -1.6816 0.2072
H 3.5601 -1.5791 1.6702
H 5.5120 1.3443 -0.5281
H 4.2388 2.0354 -1.5308
H 4.8113 0.3845 -1.8254
H 4.0352 2.0323 2.0762
H 2.2821 1.8047 2.1193
H 3.0063 2.8664 0.9095
H 2.7470 0.7580 -2.8945
H 1.8354 2.3997 -4.4810
H -0.1593 3.7348 -3.8867
H -1.2474 3.3963 -1.6896
H -0.3052 1.7485 -0.0813
C 1.8141 -3.9962 -2.5466
S 2.5053 -2.9428 -1.2308
C 2.3359 -4.0849 0.1018
C 1.1271 -4.4087 0.6010
S -0.3726 -3.7218 0.0732
S 1.1584 -5.6256 1.8607
C 2.8865 -5.8675 1.9027
S 3.6286 -6.8989 2.9234
S 3.7448 -4.8731 0.7638
H 1.9250 -3.4746 -3.4932
H 0.7633 -4.1890 -2.3398
H 2.3811 -4.9236 -2.5631
S 0.8099 -1.5658 2.1883
C 0.3849 -0.0537 2.7607
N 0.0585 0.9635 3.2054
*
```

Results
<S²>	0.765
highest occupied orbital energy (alpha / beta)	-7.9 / -7.8	eV
gap between HOMO and LUMO (alpha / beta)	6.2 / 6.4	eV
energy above the lowest of the compared OMol25 structures with the same formula, charge and spin	2.7	kcal per mole
E_LUMO (alpha / beta)	-1.658 / -1.451	eV

Results of the Löwdin charge analysis, in e, for atoms 1 through 8: atom 1 (Re): 1.029, atom 2 (S): 1.050, atom 3 (C): -0.386, atom 4 (C): -0.193, atom 5 (C): -0.382, atom 6 (C): -0.533, atom 7 (C): -0.275, atom 8 (C): -0.007

Record 4
A molecular structure, C23H23N7O8SbSe4Tl in a non-equilibrium geometry, computed with ωB97M-V/def2-TZVPD.

```
! RIJCOSX wB97M-V def2-TZVPD def2/J DEFGRID3
* xyz -2 1
Tl -1.0741 -2.8975 0.1957
O -5.4242 -3.1993 -1.3647
C -4.2244 -2.7593 -0.9921
O -3.6951 -3.1038 0.0289
C -3.5141 -1.8684 -1.9659
C -4.1147 -1.2180 -3.0247
C -3.3096 -0.4273 -3.8378
C -1.9561 -0.3293 -3.5723
C -1.4394 -1.0306 -2.4874
N -2.2131 -1.7749 -1.7236
C 0.0410 -0.9415 -2.1097
O 0.7372 -0.2054 -2.8066
O 0.4186 -1.6091 -1.0886
H -5.5837 -3.9769 -0.7687
H -5.1774 -1.3232 -3.1896
H -3.7442 0.1085 -4.6730
H -1.2813 0.2680 -4.1679
Se -4.9009 -6.1546 0.4129
Sb -2.4932 -5.9494 0.8303
Se -1.2216 -5.0603 -1.2434
Se -1.7866 -4.0035 2.3991
Se -1.5321 -7.9934 1.6692
N -1.0981 -0.7309 3.9009
N 0.0833 -0.0212 3.6233
C 1.1175 -0.5421 2.9359
N 2.1875 0.2555 2.7363
N 0.9458 -1.7952 2.5506
N 1.9360 -2.4273 1.8858
O 1.5644 -3.3507 1.1870
O 3.1269 -2.0862 1.9770
H -0.8222 -1.6605 4.2013
H -1.5727 -0.8799 3.0077
H 0.0131 0.9783 3.7107
H 2.0309 1.2484 2.6857
H 2.9288 -0.1532 2.1888
C 3.9234 3.4297 -2.6040
C 3.6536 2.2452 -1.7097
C 4.6618 1.3179 -1.4773
C 4.4105 0.1841 -0.7181
C 3.1743 0.0169 -0.1240
C 2.1733 0.9708 -0.2930
N 0.9550 0.7676 0.3920
C 0.2578 1.7626 1.0532
C 0.9349 2.8539 1.6194
C 0.2481 3.8377 2.3158
C -1.1307 3.7646 2.4655
C -1.8055 2.6864 1.9029
C -1.1386 1.6843 1.2164
C -1.9306 0.4979 0.6887
O -3.0096 0.6783 0.1339
O -1.3035 -0.5971 0.9010
C 2.3831 2.0590 -1.1509
C 1.2545 2.9704 -1.5537
H 4.9923 3.5252 -2.7983
H 3.5707 4.3617 -2.1573
H 3.4163 3.3227 -3.5671
H 5.6375 1.4677 -1.9270
H 5.1793 -0.5667 -0.5821
H 2.9594 -0.8732 0.4542
H 0.4460 -0.0892 0.1863
H 2.0103 2.9227 1.4956
H 0.7987 4.6708 2.7390
H -1.6706 4.5322 3.0058
H -2.8818 2.5985 1.9876
H 1.2674 3.9199 -1.0098
H 0.2899 2.5003 -1.3760
H 1.3208 3.1913 -2.6203
*
```

Results
highest occupied orbital energy	-2.2	eV
gap between HOMO and LUMO	6.1	eV
E_LUMO	3.960	eV

Results of the Löwdin charge analysis, in e, for atoms 1 through 8: atom 1 (Tl): 0.353, atom 2 (O): 0.087, atom 3 (C): -0.489, atom 4 (O): -0.097, atom 5 (C): -0.165, atom 6 (C): 0.016, atom 7 (C): -0.041, atom 8 (C): 0.018

no.,total energy (eV)
1,-43652.77160
2,-34836.61757
3,-114550.98514
4,-323655.23916